# C51H54N8OPbS2

A molecular structure, C51H54N8OPbS2 in a non-equilibrium geometry (wB97M-V/def2-TZVPD, the OMol25 dataset).

Structure (XYZ):
```
117
Properties=species:S:1:pos:R:3:mulliken_charge:R:1
Pb -0.80 -0.13 -1.93 1.136
C -2.33 -4.63 -0.70 -0.727
C -2.25 -3.19 -1.08 0.269
N -1.12 -2.72 -1.40 -0.142
N -0.01 -3.59 -1.27 -0.424
C 1.01 -3.09 -0.73 -0.300
S 1.39 -1.46 -0.47 0.080
S 2.45 -4.12 -0.51 -0.200
C 1.78 -5.77 -0.57 -0.129
C 1.72 -6.36 -1.94 0.526
C 1.73 -5.73 -3.17 -0.159
C 1.57 -6.42 -4.33 -0.348
C 1.51 -7.93 -4.42 -0.748
C 1.39 -8.52 -3.21 -0.286
C 1.51 -7.87 -2.09 -1.147
C -3.47 -2.33 -0.99 0.702
C -4.42 -2.63 0.06 -0.713
C -5.50 -1.90 0.20 -0.288
C -5.83 -0.90 -0.74 -0.414
C -4.95 -0.66 -1.78 -0.712
C -3.66 -1.24 -1.80 0.731
O -2.78 -0.87 -2.67 -1.046
H -1.29 -5.09 -0.11 0.011
H -2.87 -5.28 -1.55 0.184
H -3.03 -4.68 0.16 0.365
H 0.56 -5.68 -0.21 -0.199
H 2.53 -6.37 0.12 0.428
H 1.79 -4.68 -3.02 0.400
H 1.41 -5.71 -5.28 0.199
H 1.34 -8.43 -5.25 0.492
H 1.05 -9.47 -3.09 0.408
H 1.33 -8.31 -1.29 0.600
H -4.26 -3.50 0.72 0.011
H -6.24 -2.15 1.09 0.115
H -6.85 -0.47 -0.61 0.318
H -5.06 -0.04 -2.66 0.430
C 5.41 1.59 -0.36 -1.452
N 4.33 0.64 -0.17 0.619
C 4.66 -0.80 -0.46 -0.396
C 3.09 1.27 0.22 -0.644
N 2.56 2.14 -0.56 0.742
C 2.71 2.13 -2.02 0.375
C 3.08 1.04 -2.80 -0.421
C 3.46 1.24 -4.08 -0.765
C 3.35 2.44 -4.72 -0.910
C 2.89 3.53 -3.95 0.159
C 2.58 4.71 -4.62 -0.696
C 1.88 5.78 -4.04 -0.806
C 1.24 5.60 -2.79 -0.577
C 1.45 4.37 -2.10 0.595
N 0.52 3.95 -1.18 0.317
C -0.04 4.46 -0.13 -0.257
N -1.40 4.19 0.04 0.618
C -1.92 3.83 1.41 -0.808
C -2.17 3.78 -1.04 -1.337
N 0.60 5.36 0.71 0.634
C -0.18 6.45 1.30 -1.542
C 2.03 5.36 0.99 -0.951
C 2.40 3.36 -2.61 -0.280
N 2.49 1.05 1.44 0.976
C 2.96 0.15 2.48 -0.235
C 1.43 1.87 1.99 0.360
H 6.26 1.09 0.06 0.425
H 5.12 2.50 -0.04 0.371
H 5.61 1.60 -1.45 0.333
H 5.44 -0.75 -1.42 0.247
H 3.73 -1.37 -0.96 -0.348
H 5.11 -1.37 0.32 0.356
H 3.15 0.06 -2.41 0.672
H 3.85 0.38 -4.72 0.257
H 3.63 2.71 -5.76 0.293
H 2.94 5.02 -5.69 0.101
H 1.54 6.66 -4.64 0.251
H 0.53 6.29 -2.41 0.438
H -2.74 2.95 1.32 0.123
H -2.39 4.66 2.08 0.161
H -1.18 3.48 2.07 0.325
H -1.70 4.22 -1.97 0.251
H -3.26 4.15 -0.80 0.338
H -2.32 2.90 -1.27 0.533
H -1.10 6.23 1.29 0.632
H 0.03 7.32 0.66 0.308
H 0.24 6.67 2.22 0.339
H 2.48 4.49 0.59 0.134
H 2.15 5.61 2.08 0.335
H 2.54 5.93 0.30 0.405
H 2.11 -0.50 2.72 -0.184
H 3.35 0.71 3.48 0.227
H 3.75 -0.63 2.17 0.032
H 0.90 2.68 1.18 -0.631
H 2.01 2.72 2.78 0.211
H 0.58 1.23 2.27 -0.122
C -1.58 0.29 0.20 -1.416
C -2.00 0.02 1.33 0.769
C -2.27 -0.28 2.66 0.270
C -3.54 0.17 3.21 0.807
C -4.30 1.15 2.52 0.078
C -5.60 1.47 2.97 -1.094
C -6.09 1.02 4.14 -0.674
C -5.36 0.09 4.80 -0.565
C -4.13 -0.36 4.34 -1.264
C -1.27 -1.11 3.35 -0.153
C -0.29 -1.82 2.58 0.551
C 0.78 -2.58 3.13 -0.415
C 0.82 -2.81 4.53 -0.633
C -0.19 -2.19 5.28 -0.675
C -1.16 -1.33 4.74 -0.339
H -3.84 1.50 1.58 0.427
H -6.10 2.13 2.30 0.400
H -6.94 1.66 4.63 0.132
H -5.77 -0.33 5.70 0.401
H -3.67 -1.17 4.79 0.751
H -0.18 -1.59 1.45 -0.574
H 1.63 -2.86 2.56 0.649
H 1.79 -3.27 4.92 0.207
H -0.04 -2.17 6.36 0.238
H -1.80 -0.80 5.45 0.569
```

The value obtained for the HOMO energy is -0.3 eV. The value obtained for the HOMO-LUMO gap is 4.2 eV. Its charge is -2.


# C4H3FO3

2 unconnected molecules or ions with the total composition C4H3FO3 in a non-equilibrium geometry (wB97M-V/def2-TZVPD, the OMol25 dataset).

Structure (XYZ):
```
11
Properties=species:S:1:pos:R:3:mulliken_charge:R:1
C -0.31 -0.04 0.71 0.488
C -0.35 1.33 0.40 -0.433
C 0.43 0.33 -1.42 0.246
C 0.27 -0.74 -0.53 0.252
H -0.35 0.04 2.63 0.383
H -1.14 2.16 0.72 0.283
H 1.31 -2.13 0.24 0.422
O -0.42 -0.74 1.90 -0.543
O -0.07 1.51 -0.91 -0.230
O 0.40 -1.98 -0.82 -0.581
F 0.23 0.27 -2.93 -0.287
```

The value obtained for the HOMO energy is -9.0 eV. The value obtained for the HOMO-LUMO gap is 8.0 eV. Its relative energy (zero: lowest compared OMol25 entry of this formula, charge and spin) is 518.5 kJ/mol.


# C3H10S2

2 unconnected molecules or ions with the total composition C3H10S2 in a non-equilibrium geometry (wB97M-V/def2-TZVPD, the OMol25 dataset).

Structure (XYZ):
```
15
Properties=species:S:1:pos:R:3:mulliken_charge:R:1
C 1.25 -3.00 -0.19 -0.977
C 0.72 -1.59 -0.01 -0.695
H 0.77 -3.72 0.46 0.297
H 0.99 -3.18 -1.19 0.311
H 2.38 -3.04 -0.23 0.275
H 1.24 -0.95 -0.68 0.269
H 0.92 -1.13 0.97 0.325
H -0.43 -1.51 -0.20 0.213
C -1.81 2.13 -0.06 -0.894
S -0.02 1.98 -0.42 0.052
S 0.78 3.71 0.42 -0.254
H -2.23 3.09 0.03 0.438
H -2.21 1.60 -0.96 0.242
H -2.10 1.43 0.81 0.258
H -0.24 4.17 1.26 0.138
```

The value obtained for the HOMO energy is -8.2 eV. The value obtained for the HOMO-LUMO gap is 8.7 eV. Its SMILES is CSS.CC. Its relative energy (zero: lowest compared OMol25 entry of this formula, charge and spin) is 107.4 kJ/mol.


# C4H11N2

A gas-phase ion, C4H11N2 (charge +1) in a non-equilibrium geometry (wB97M-V/def2-TZVPD, the OMol25 dataset).

Structure (XYZ):
```
17
Properties=species:S:1:pos:R:3:mulliken_charge:R:1
C 0.08 -1.23 0.30 -0.368
C -1.20 -0.41 -1.67 -0.713
C -0.26 0.75 1.76 -0.739
C 1.39 0.82 -0.22 -0.671
N -0.98 -0.48 -0.26 -0.279
N 0.09 0.19 0.45 0.402
H -0.16 -1.88 1.14 0.221
H 0.84 -1.70 -0.26 0.291
H -0.20 -0.12 -2.25 0.269
H -1.32 -1.42 -2.12 0.319
H -2.06 0.12 -1.94 0.306
H -0.88 0.02 2.24 0.378
H 0.69 1.04 2.22 0.277
H -0.93 1.56 1.50 0.353
H 1.92 1.26 0.65 0.265
H 1.85 -0.07 -0.66 0.358
H 1.14 1.56 -0.89 0.332
```

The value obtained for the HOMO energy is -15.0 eV. The value obtained for the HOMO-LUMO gap is 12.2 eV. Its SMILES is CN1C[N+]1(C)C. Its charge is +1. Its relative energy (zero: lowest compared OMol25 entry of this formula, charge and spin) is 403.8 kJ/mol.


# C3H9N2PS2

2 unconnected molecules or ions with the total composition C3H9N2PS2 in a non-equilibrium geometry (wB97M-V/def2-TZVPD, the OMol25 dataset).

Structure (XYZ):
```
17
Properties=species:S:1:pos:R:3:mulliken_charge:R:1
C -1.73 0.95 0.66 -0.226
C -2.71 1.48 -0.43 -0.462
C -2.68 0.11 -0.01 0.260
N 1.73 -1.10 1.36 -0.501
N 1.61 -1.01 -1.38 -0.537
P 2.44 -0.49 -0.04 0.383
S 2.53 1.37 -0.16 -0.402
S -3.47 -1.25 -0.14 -0.393
H -0.68 0.94 0.31 0.076
H -1.88 1.09 1.79 0.221
H -3.69 2.04 -0.39 0.254
H -2.16 1.50 -1.30 0.261
H 3.55 -1.36 0.10 0.010
H 1.41 -0.37 1.96 0.245
H 2.32 -1.84 1.72 0.264
H 1.95 -1.85 -2.00 0.279
H 1.46 -0.22 -2.04 0.267
```

The value obtained for the HOMO energy is -8.2 eV. The value obtained for the HOMO-LUMO gap is 8.4 eV. Its SMILES is N[PH](N)=S.S=C1CC1.


# C7H13N4O

A gas-phase ion, C7H13N4O (charge +1) in a non-equilibrium geometry (wB97M-V/def2-TZVPD, the OMol25 dataset).

Structure (XYZ):
```
25
Properties=species:S:1:pos:R:3:mulliken_charge:R:1
C -0.53 1.41 -2.43 -0.033
C 1.01 0.58 -0.90 -0.399
C 0.65 0.98 1.85 -0.353
C 1.73 -0.72 2.28 -0.617
C -1.76 1.28 -1.56 -0.412
C 0.26 -0.53 1.79 -0.536
C 0.00 -1.21 0.45 0.375
N 0.72 1.40 -1.83 -0.545
N 0.27 -0.52 -0.61 -0.538
N -1.37 0.16 -2.38 -0.137
N -0.57 -2.46 0.49 -0.437
O 1.92 0.68 2.39 -0.426
H -0.51 2.08 -3.23 0.457
H 1.96 0.61 -0.59 0.712
H 0.49 1.45 0.84 0.344
H -0.09 1.51 2.61 0.325
H 1.79 -1.09 3.23 0.363
H 2.38 -1.01 1.54 0.336
H -2.64 1.72 -1.77 0.400
H -0.44 -0.80 2.43 0.893
H -1.71 1.21 -0.50 0.133
H -0.85 -0.60 -1.89 0.269
H -1.82 -0.24 -3.18 0.293
H -0.35 -2.92 -0.38 0.284
H -0.55 -2.96 1.36 0.250
```

The value obtained for the HOMO energy is -13.0 eV. The value obtained for the HOMO-LUMO gap is 9.8 eV. Its SMILES is N/C(=N/C=N\[C@@H]1C[NH2+]1)C1COC1. Its charge is +1. Its relative energy (zero: lowest compared OMol25 entry of this formula, charge and spin) is 355.9 kJ/mol.